Entry 1:
DFT (ωB97M-V/def2-TZVPD) results for a single C3H5N3O molecule in a non-equilibrium geometry.

HOMO	-8.47	eV
orbital gap	9.1	eV
LUMO level	0.61	eV
F_max	5.2	eV/Å
energy above the lowest of the compared OMol25 structures with the same formula, charge and spin	4.8435	eV

Last columns: bonded neighbours and bond lengths (Å).
Cartesian coordinates (Å):
1 O -0.74 2.08 0.26  N2 1.399, H8 0.935
2 N -1.21 1.12 -0.64  O1 1.399, C3 1.275
3 C -0.41 0.14 -0.46  N2 1.275, C4 1.480, C7 1.506
4 C -0.54 -1.22 -1.03  C3 1.480, N5 1.269, H9 1.129
5 N 0.35 -1.91 -0.43  C4 1.269, N6 1.339
6 N 1.06 -1.20 0.45  N5 1.339, C7 1.454, H10 1.116
7 C 0.53 0.13 0.72  C3 1.506, N6 1.454, H11 1.210, H12 1.063
8 H -1.33 2.80 0.30  O1 0.935
9 H -1.10 -1.74 -1.86  C4 1.129
10 H 2.17 -1.16 0.30  N6 1.116
11 H -0.04 0.05 1.79  C7 1.210
12 H 1.25 0.90 0.62  C7 1.063

---

Entry 2:
DFT (ωB97M-V/def2-TZVPD) results for a single C3H5N3O molecule in a non-equilibrium geometry.

HOMO	-8.51	eV
orbital gap	9.5	eV
LUMO level	0.98	eV
F_max	4.0	eV/Å
energy above the lowest of the compared OMol25 structures with the same formula, charge and spin	4.4186	eV

Last columns: bonded neighbours and bond lengths (Å).
Cartesian coordinates (Å):
1 C -1.84 -0.03 -0.01  N2 1.420, H8 1.115, H9 1.163, H10 1.043
2 N -0.44 0.22 0.06  C1 1.420, N3 1.321, N6 1.421
3 N 0.27 1.33 0.01  N2 1.321, C4 1.338
4 C 1.57 1.00 0.09  N3 1.338, C5 1.388, H11 1.052
5 C 1.67 -0.38 -0.04  C4 1.388, N6 1.324, H12 1.032
6 N 0.45 -0.89 0.00  N2 1.421, C5 1.324, O7 1.219
7 O 0.14 -2.06 0.15  N6 1.219
8 H -2.22 0.97 -0.34  C1 1.115
9 H -2.15 -0.77 -0.85  C1 1.163
10 H -2.16 -0.30 0.94  C1 1.043
11 H 2.19 1.85 0.13  C4 1.052
12 H 2.52 -0.95 -0.14  C5 1.032

---

Entry 3:
DFT (ωB97M-V/def2-TZVPD) results for a single C3H5N3O molecule in a non-equilibrium geometry.

HOMO	-8.43	eV
orbital gap	7.7	eV
LUMO level	-0.69	eV
F_max	4.0	eV/Å
energy above the lowest of the compared OMol25 structures with the same formula, charge and spin	6.3217	eV

Last columns: bonded neighbours and bond lengths (Å).
Cartesian coordinates (Å):
1 C 0.38 1.74 -0.56  N2 1.256, H8 1.094, H9 1.083
2 N 0.34 0.87 0.34  C1 1.256, C3 1.796
3 C 0.93 -0.81 0.60  N2 1.796, N4 1.420, H10 1.088, H11 1.095
4 N 0.14 -1.51 -0.35  C3 1.420, N5 1.387, H12 1.015
5 N -1.16 -1.18 -0.01  N4 1.387, C6 1.285
6 C -1.57 0.03 0.10  N5 1.285, O7 1.182
7 O -2.55 0.66 -0.05  C6 1.182
8 H -0.45 1.91 -1.25  C1 1.094
9 H 1.04 2.59 -0.46  C1 1.083
10 H 1.99 -0.73 0.39  C3 1.088
11 H 0.67 -1.06 1.64  C3 1.095
12 H 0.25 -2.52 -0.39  N4 1.015

---

Entry 4:
DFT (ωB97M-V/def2-TZVPD) results for a single C3H5N3O molecule in a non-equilibrium geometry.

HOMO	-8.27	eV
orbital gap	9.0	eV
LUMO level	0.75	eV
F_max	2.3	eV/Å
energy above the lowest of the compared OMol25 structures with the same formula, charge and spin	3.8807	eV

Last columns: bonded neighbours and bond lengths (Å).
Cartesian coordinates (Å):
1 N 0.07 2.15 -0.75  N2 1.367, H8 1.011, H9 1.017
2 N 0.17 1.03 0.03  N1 1.367, C3 1.272
3 C -0.32 -0.08 -0.34  N2 1.272, O4 1.374, C5 1.466
4 O -0.99 -0.25 -1.53  C3 1.374, H10 0.963
5 C -0.15 -1.23 0.54  C3 1.466, C6 1.493, N7 1.510, H11 1.086
6 C 0.61 -0.97 1.80  C5 1.493, N7 1.246, H12 1.064
7 N 1.23 -1.65 0.96  C5 1.510, C6 1.246
8 H 0.81 2.80 -0.53  N1 1.011
9 H -0.02 1.97 -1.75  N1 1.017
10 H -1.14 -1.18 -1.69  O4 0.963
11 H -0.90 -2.02 0.49  C5 1.086
12 H 0.62 -0.57 2.78  C6 1.064